(1)
{
  "formula": "C19H27N5O3",
  "method": "ωB97M-V with the def2-TZVPD basis set",
  "symbols": ["C", "C", "O", "C", "O", "C", "C", "C", "N", "N", "C", "O", "N", "C", "C", "C", "C", "C", "C", "H", "H", "H", "H", "H", "H", "H", "H", "H", "H", "H", "H", "H", "H", "H", "C", "C", "N", "C", "C", "N", "C", "C", "H", "H", "H", "H", "H", "H", "H", "H", "H", "H", "H", "H"],
  "positions_angstrom": [[-1.42530, -5.70317, 0.38955], [-1.30316, -4.20620, 0.56021], [-1.28346, -3.52244, -0.66426], [-1.15959, -2.18089, -0.42649], [-1.10168, -1.70830, 0.69235], [-1.10950, -1.34711, -1.62042], [-1.12148, -0.00333, -1.61218], [-1.13133, 0.74679, -2.88942], [-1.17314, 0.72687, -0.43844], [-1.76253, 1.80656, -0.40417], [-1.75323, 2.49921, 0.78510], [-0.82877, 2.38476, 1.56047], [-2.84871, 3.31544, 1.03789], [-3.01851, 4.17343, 2.13664], [-4.22480, 4.83815, 2.35764], [-4.36576, 5.70546, 3.42066], [-3.30706, 5.93926, 4.27517], [-2.10746, 5.29052, 4.06591], [-1.96927, 4.40836, 3.01751], [-1.42189, -6.21849, 1.35143], [-2.34617, -5.96322, -0.13229], [-0.60315, -6.09299, -0.21055], [-2.14025, -3.79421, 1.13947], [-0.38163, -3.93482, 1.09314], [-1.10576, -1.86133, -2.56388], [-1.20775, 0.08066, -3.75042], [-1.97681, 1.43291, -2.91435], [-0.22186, 1.33812, -2.99023], [-3.58749, 3.27479, 0.34530], [-5.05178, 4.66109, 1.69153], [-5.30659, 6.20641, 3.58522], [-3.41867, 6.62731, 5.09912], [-1.27860, 5.48072, 4.72667], [-1.05012, 3.87270, 2.85565], [2.64053, -2.81671, -1.26617], [4.17382, -2.81462, -1.25719], [4.66424, -1.41751, -1.28602], [4.18138, -0.69648, -2.49792], [2.64909, -0.69513, -2.50903], [2.14663, -1.42105, -1.30840], [2.62534, -0.73131, -0.08726], [4.15869, -0.72811, -0.07450], [2.23688, -3.36245, -2.12455], [2.23455, -3.30753, -0.37570], [4.57263, -3.31249, -0.36751], [4.58699, -3.35209, -2.11639], [4.58759, 0.31999, -2.48846], [4.59476, -1.18406, -3.38656], [2.24689, 0.32288, -2.49617], [2.24661, -1.17497, -3.40676], [2.21345, 0.28261, -0.07003], [2.21341, -1.24038, 0.79002], [4.55687, -1.23239, 0.81188], [4.56291, 0.28875, -0.05279]],
  "forces_ev_per_angstrom": [[-0.025, 0.038, -0.587], [-0.007, -0.563, 1.530], [0.206, 1.264, -0.825], [0.079, 0.484, 1.279], [-0.105, -0.835, -0.693], [-0.130, 0.231, -0.037], [-0.544, -0.358, -1.168], [-0.014, 0.287, -0.675], [0.646, -0.007, 2.396], [-1.750, -0.527, -3.740], [0.709, 0.724, 3.465], [0.216, 0.111, -0.200], [0.144, -0.940, -1.417], [0.253, 0.245, 0.452], [0.063, -0.417, -0.451], [-0.081, 0.034, -0.019], [-0.024, 0.244, 0.265], [-0.215, 0.135, 0.087], [0.508, -0.275, -0.123], [0.019, 0.204, 0.000], [-0.080, 0.006, 0.037], [0.090, -0.019, 0.037], [0.210, -0.273, 0.101], [-0.246, -0.231, 0.088], [0.071, -0.028, -0.268], [0.085, 0.015, 0.148], [0.016, 0.090, 0.040], [0.036, 0.118, -0.018], [0.168, 0.094, 0.170], [-0.251, -0.015, -0.174], [-0.138, 0.033, -0.046], [-0.021, 0.066, 0.085], [0.187, -0.060, 0.083], [0.039, 0.180, 0.152], [-0.466, 0.406, -0.290], [0.487, 0.393, -0.266], [0.162, 0.157, 0.114], [0.505, -0.473, 0.499], [-0.507, -0.510, 0.513], [-0.157, 0.094, 0.134], [-0.582, -0.048, -0.282], [0.546, -0.066, -0.344], [0.028, 0.121, -0.042], [-0.037, 0.201, -0.010], [0.014, 0.208, -0.019], [-0.030, 0.140, -0.022], [0.007, -0.123, 0.168], [-0.018, -0.087, 0.149], [-0.026, -0.096, 0.169], [0.008, -0.099, 0.114], [0.003, -0.082, -0.097], [-0.025, -0.039, -0.172], [-0.004, -0.076, -0.163], [-0.023, -0.073, -0.129]],
  "de_lowest_ev": 4.3635,
  "e_homo_ev": -7.76,
  "total_charge": 0,
  "largest_force_ev_per_a": 4.16,
  "smiles": "CCOC(=O)/C=C(C)\\N=N\\C(=O)Nc1ccccc1.C1CN2CCN1CC2",
  "orbital_gap_ha": 0.2486
}

(2)
{
  "formula": "C39H33FHfN2O3Te",
  "method": "ωB97M-V with the def2-TZVPD basis set",
  "symbols": ["Hf", "O", "C", "O", "C", "C", "C", "C", "C", "C", "C", "C", "C", "N", "H", "H", "H", "H", "H", "H", "F", "C", "C", "C", "C", "C", "C", "H", "H", "H", "H", "C", "C", "C", "C", "C", "C", "Te", "N", "C", "O", "C", "C", "C", "C", "C", "C", "C", "C", "C", "C", "C", "C", "C", "C", "C", "C", "H", "H", "H", "H", "H", "H", "H", "H", "H", "H", "H", "H", "H", "H", "H", "H", "H", "H", "H", "H", "H", "H", "H"],
  "positions_angstrom": [[11.95731, 12.13107, 13.59281], [11.95956, 9.33428, 16.57195], [12.08802, 10.00053, 15.54428], [12.57411, 11.21095, 15.39504], [11.52697, 9.39694, 14.25902], [10.79401, 8.17780, 14.33963], [10.10919, 7.68984, 13.23212], [10.10086, 8.44808, 12.03644], [9.18736, 8.17816, 10.96536], [9.39619, 8.75486, 9.74977], [10.39855, 9.77789, 9.63877], [10.96926, 10.28409, 10.75465], [10.93545, 9.61556, 11.96084], [11.66222, 10.06009, 13.07672], [10.73750, 7.74873, 15.35979], [9.60330, 6.76124, 13.34427], [8.32542, 7.59232, 11.10456], [8.76437, 8.50243, 8.87204], [10.61992, 10.16990, 8.63764], [11.34980, 11.34790, 10.71871], [17.96142, 12.59794, 13.21300], [16.64216, 12.68692, 13.09941], [15.99213, 13.65197, 13.90902], [14.60322, 13.67054, 13.77437], [13.88986, 12.75501, 12.99137], [14.59109, 11.99215, 12.10218], [15.98421, 11.87606, 12.21591], [16.51197, 14.21995, 14.65020], [14.07796, 14.46898, 14.32104], [14.17812, 11.41695, 11.25004], [16.55488, 11.18084, 11.59864], [13.65372, 20.81732, 7.64234], [13.67159, 19.37582, 8.11462], [14.49866, 18.39421, 7.52155], [14.50216, 17.06637, 7.94918], [15.42605, 16.05840, 7.31372], [13.68386, 16.68426, 9.06612], [13.53133, 14.69232, 9.73638], [10.35944, 12.67835, 12.56643], [9.72342, 13.00935, 13.65920], [10.36751, 12.83246, 14.84498], [8.40436, 13.73461, 13.64042], [7.44412, 13.24475, 12.70247], [6.28449, 14.00597, 12.47293], [6.04665, 15.22955, 13.19309], [6.88206, 15.56336, 14.21997], [8.05929, 14.80615, 14.48955], [12.45324, 14.13960, 7.94482], [11.65916, 15.04788, 7.26029], [10.66142, 14.65316, 6.36801], [10.39238, 13.32110, 6.12072], [11.19748, 12.38510, 6.74347], [12.28798, 12.74017, 7.56507], [13.36634, 11.76590, 8.01799], [12.80971, 17.63129, 9.65224], [11.82760, 17.22609, 10.74329], [12.84470, 18.94298, 9.16849], [14.43590, 21.04537, 6.89268], [13.83110, 21.46550, 8.50871], [12.69259, 21.03809, 7.20775], [15.24126, 18.70825, 6.75531], [15.80944, 16.56465, 6.38907], [15.02180, 15.09405, 6.97536], [16.30683, 15.81605, 7.95904], [7.56968, 12.31898, 12.14082], [5.57512, 13.73420, 11.65066], [5.19514, 15.83301, 12.93436], [6.63388, 16.44652, 14.77258], [8.61759, 15.09073, 15.40405], [11.64654, 16.11253, 7.51951], [10.05449, 15.41347, 5.91409], [9.50322, 12.98806, 5.55769], [11.07402, 11.30828, 6.50724], [13.50377, 11.00268, 7.24127], [13.06068, 11.23482, 8.96779], [14.30133, 12.32235, 8.18202], [11.13302, 16.45837, 10.38932], [11.21428, 18.09293, 11.08688], [12.36912, 16.76566, 11.60891], [12.21506, 19.75773, 9.67190]],
  "forces_ev_per_angstrom": [[-0.895, 0.068, 2.227], [0.497, 1.286, -1.682], [-0.071, -0.275, 1.595], [-0.360, -1.328, -0.204], [-0.720, -0.960, -1.571], [0.007, 0.404, 0.188], [1.102, 1.396, 1.158], [-0.235, 0.454, 0.206], [1.375, 0.672, -0.188], [0.367, 0.446, -0.616], [-1.168, -0.910, -1.092], [1.238, 2.650, -0.669], [-0.373, -1.503, 1.694], [-1.247, -1.565, 0.453], [0.114, 0.037, -0.974], [-0.614, -0.501, -0.215], [-0.617, -1.137, 0.354], [0.549, 0.216, 0.771], [-0.313, 0.251, 0.618], [0.137, -1.472, -0.027], [0.629, -0.219, -0.029], [-0.355, 1.111, 1.237], [-0.829, -1.572, -1.346], [0.775, 0.600, 0.951], [0.150, 2.420, -1.008], [1.562, -1.433, -0.849], [-0.029, -0.018, -0.778], [0.347, 0.446, 0.000], [0.038, -0.618, 0.104], [-0.337, 0.051, 0.869], [-0.115, 0.266, 0.116], [0.888, -0.402, 0.305], [0.252, -1.110, 0.026], [0.248, 0.501, 0.011], [-0.461, -1.018, 1.246], [1.311, 0.647, -0.929], [-0.261, 1.307, -0.715], [-0.473, 0.219, -1.830], [-1.383, 0.255, -0.759], [0.609, 0.945, 0.846], [-0.304, 0.278, -1.229], [-0.898, -0.760, 0.185], [-0.646, 1.595, 0.151], [-0.073, 0.707, -0.148], [0.312, -2.194, -1.239], [1.101, -0.613, 0.084], [-0.503, 0.221, -0.028], [-0.497, -1.897, -0.330], [-0.737, 1.109, 0.557], [0.154, 0.090, -0.033], [-0.574, -0.100, 0.476], [1.530, -1.186, 0.232], [0.307, 1.204, 0.547], [-0.997, -0.394, 0.539], [0.145, -0.138, -0.008], [0.264, 0.290, 0.436], [-0.624, 1.572, 0.472], [-0.408, -0.330, 0.400], [-0.193, 0.021, -0.231], [-0.371, 0.220, -0.092], [-0.773, -0.353, 0.441], [-0.013, -0.706, 0.749], [-0.415, 0.377, 0.274], [-0.629, 0.323, -0.392], [0.401, 0.348, 0.158], [0.688, 0.053, 0.987], [-0.197, 0.119, 0.029], [0.189, 0.238, 0.531], [0.093, -0.366, -1.019], [0.383, -0.352, -0.124], [-0.133, 0.250, -0.104], [0.750, 0.358, 0.113], [0.065, 0.774, 0.186], [0.184, 0.161, 0.306], [0.402, 0.474, -0.875], [-0.210, -0.467, -0.085], [-0.055, 0.106, -0.097], [0.613, -0.713, -0.146], [-0.422, 0.549, -0.450], [0.747, -1.473, -0.716]],
  "e_homo_ev": [-10.78, -10.77],
  "total_charge": 1,
  "largest_force_ev_per_a": 3.00,
  "multiplicity": 2,
  "orbital_gap_ha": [0.2716, 0.1591]
}